Entry 1:
The following is a quantum chemistry calculation of C30H39ClF3N3NbO5 as an isolated structure, from the OMol25 dataset.

**Spin multiplicity**: 1
**Charge**: -1

Atoms and positions in Å:
Nb: -1.39 1.66 -0.78
Cl: -0.77 3.43 0.91
F: 1.13 0.44 -2.03
F: 1.68 1.46 0.07
F: 0.68 -0.65 -0.06
O: -4.75 0.33 -3.64
O: -3.34 0.55 2.81
O: 4.83 -0.46 -1.88
O: -3.34 0.46 1.43
O: 5.84 -0.94 0.19
N: -4.42 -0.34 -1.37
N: 8.91 1.10 4.45
N: -5.91 -2.43 2.62
C: 7.32 -0.47 2.76
C: -2.68 -2.32 -1.60
C: 7.46 -0.80 4.10
C: -3.31 -4.67 -2.85
C: 8.26 0.01 4.90
C: 3.38 3.10 -2.32
C: -5.30 -1.40 3.25
C: -6.39 -1.86 5.32
C: -6.76 -3.17 3.36
C: -5.09 -2.60 -2.67
C: -2.30 -3.77 -2.07
C: -7.03 -2.93 4.70
C: -1.95 0.34 0.99
C: 7.97 0.65 2.27
C: 5.01 -1.26 -0.71
C: -4.10 -1.68 -1.87
C: 2.00 3.24 -3.19
C: 0.73 0.68 -0.65
C: -5.50 -1.08 4.58
C: -3.42 2.65 -0.91
C: 4.27 1.82 -2.74
C: -4.70 -4.05 -3.16
C: 3.23 -2.87 0.54
C: 4.85 0.98 -1.51
C: -4.50 0.68 -2.43
C: 8.75 1.40 3.14
C: 4.19 -2.65 -0.51
C: -0.61 2.89 -2.53
C: -4.32 2.25 -2.18
C: 0.76 3.69 -2.26
H: -1.87 -1.76 -1.03
H: 0.58 4.81 -2.50
H: -5.39 2.66 -1.96
H: -4.08 2.53 0.03
H: 7.88 0.94 1.23
H: -6.12 -2.20 -2.90
H: 6.71 -1.07 2.11
H: -2.96 -5.71 -3.16
H: -0.45 2.27 -3.49
H: 4.24 1.09 -0.54
H: 3.64 1.18 -3.45
H: -5.43 -4.70 -3.76
H: -6.57 -1.64 6.36
H: 6.97 -1.67 4.52
H: 5.19 2.20 -3.34
H: -4.01 2.72 -3.17
H: -1.72 -0.78 0.87
H: -7.72 -3.56 5.24
H: 1.13 3.67 -1.18
H: 5.96 1.22 -1.32
H: -3.00 1.45 3.08
H: 2.22 4.07 -3.95
H: -3.23 3.79 -0.99
H: -7.23 -3.99 2.83
H: -1.26 -4.16 -1.79
H: 1.80 2.26 -3.75
H: 3.19 3.10 -1.19
H: 4.40 -3.49 -1.26
H: 9.29 2.28 2.81
H: -1.40 3.68 -2.82
H: 2.14 -2.48 0.50
H: -1.80 0.34 -1.95
H: -4.99 -0.25 5.03
H: 8.40 -0.21 5.95
H: -5.31 -0.43 -0.86
H: -4.63 -0.82 2.63
H: -1.29 0.70 1.88
H: 4.02 4.03 -2.54
H: 3.53 -3.48 1.47



Entry 2:
The following is a quantum chemistry calculation of C30H40BrF2N2OSSi3Y as an isolated structure, from the OMol25 dataset.

**Spin multiplicity**: 1
**Charge**: 0

Atoms and positions in Å:
Y: -0.30 -0.37 0.58
Br: -6.23 3.46 -0.51
S: -2.69 -4.45 -1.13
Si: 2.33 0.91 -0.60
Si: 0.96 -0.88 -2.68
Si: 0.23 2.10 -2.41
F: -0.21 3.46 4.83
F: 0.29 -0.93 6.26
O: 2.10 -0.16 0.72
N: 0.45 -2.23 2.22
N: -1.76 -2.35 -0.06
C: -0.11 2.15 4.52
C: -1.01 1.80 -3.79
C: -3.13 -2.27 0.05
C: 0.73 -3.47 1.84
C: 0.81 0.56 -1.54
C: -0.71 -1.50 -3.32
C: 0.13 -0.08 5.22
C: -3.06 1.62 1.44
C: -2.94 0.95 -0.83
C: 4.00 0.54 -1.34
C: -0.50 3.39 -1.24
C: 0.03 1.25 5.56
C: -4.08 1.70 -1.14
C: -0.15 1.75 3.20
C: 2.43 2.59 0.20
C: 3.03 -0.24 1.79
C: 1.81 -2.36 -1.83
C: -0.07 0.41 2.86
C: 1.64 2.95 -3.33
C: -3.80 -3.31 -0.50
C: 0.08 -0.54 3.90
C: -2.38 0.88 0.45
C: 1.96 -0.59 -4.25
C: -1.40 -3.44 -0.67
C: 0.24 -1.97 3.53
C: 0.49 -4.32 4.02
C: -4.69 2.42 -0.12
C: 0.78 -4.55 2.69
C: -4.19 2.38 1.17
C: 0.22 -3.03 4.44
H: 3.97 -0.68 1.45
H: 2.06 2.30 -4.10
H: -1.53 -1.42 -2.60
H: 3.31 2.65 0.85
H: 0.94 -3.62 0.78
H: -0.29 2.52 2.45
H: -0.55 1.30 -4.64
H: 1.55 2.78 0.83
H: -0.38 -3.70 -0.90
H: 4.14 1.15 -2.24
H: 1.51 0.16 -4.89
H: 4.81 0.78 -0.65
H: -1.01 -0.93 -4.20
H: 1.03 -5.53 2.32
H: -3.58 -1.41 0.52
H: -4.47 1.74 -2.14
H: 0.22 4.20 -1.05
H: -4.69 2.93 1.96
H: -4.86 -3.47 -0.54
H: 0.47 -5.13 4.74
H: 3.23 0.75 2.21
H: -0.63 -2.55 -3.63
H: -1.39 3.85 -1.69
H: 1.73 -2.35 -0.74
H: 0.07 1.57 6.59
H: -0.81 2.98 -0.28
H: 1.27 3.85 -3.84
H: -1.35 2.78 -4.15
H: 4.11 -0.51 -1.64
H: -2.49 0.40 -1.65
H: 2.51 3.40 -0.52
H: 2.88 -2.35 -2.06
H: -2.70 1.61 2.46
H: 2.61 -0.86 2.58
H: 2.02 -1.52 -4.83
H: -1.90 1.24 -3.50
H: 1.42 -3.31 -2.20
H: 2.98 -0.28 -4.02
H: -0.01 -2.84 5.48
H: 2.46 3.27 -2.68



Values of electronic energy, in order: -2523.183943 -5430.835224, all in Ha.